ORCA calculation (ωB97M-V/def2-TZVPD) on the molecule C14H18N2O5.

The geometry in XYZ format:
```
39
Properties=species:S:1:pos:R:3:forces:R:3:lowdin_charge:R:1
N 0.25136 -0.67283 -0.09503 1.57 2.22 -2.26 0.031
C 0.62288 0.69363 -0.67760 -3.33 -0.25 -1.20 -0.137
C 0.57263 0.85767 -2.33382 3.76 -3.27 3.43 -0.020
C 1.21918 -0.45184 -2.81702 0.26 0.63 1.68 -0.270
C 2.57054 -0.71307 -2.52640 0.95 0.93 -1.52 -0.047
C 3.19838 -1.87565 -3.04310 -4.38 1.89 -0.67 -0.061
C 2.34798 -2.73470 -3.78118 3.46 -3.15 0.91 -0.112
C 0.98225 -2.59086 -3.80078 -2.58 -3.18 -0.53 -0.131
C 0.40705 -1.49129 -3.22969 -3.16 2.81 -1.56 -0.107
C -0.41120 1.66896 -0.13070 -2.10 2.52 2.05 -0.432
O -0.61144 2.82876 -0.48201 0.97 -0.90 -0.69 0.063
N -1.14357 1.15331 0.93571 1.92 -1.05 -0.08 0.115
C -1.77314 1.86913 2.06598 0.69 -1.64 -0.20 -0.190
C -2.39726 0.81979 3.04078 -2.74 0.52 0.48 -0.135
C -1.53988 -0.37005 3.45050 -2.74 -1.89 -1.39 -0.068
C -1.48331 -1.57326 2.36511 2.98 0.78 -0.49 -0.449
O -2.26727 -2.20521 1.73018 -1.88 0.74 0.82 0.120
O -0.15483 -1.80489 2.03922 0.30 0.36 1.03 -0.021
C -0.95330 2.86873 2.85691 -1.86 -0.41 0.20 -0.507
O -1.53912 3.64018 3.58469 0.73 -0.10 -0.43 0.112
O 0.36242 2.84783 2.69948 0.24 0.98 -0.46 0.140
H 1.17371 -1.02614 0.09288 0.26 -0.98 -0.46 0.108
H -0.22036 -1.18133 -0.81064 -0.10 -0.83 -0.60 0.097
H 1.52858 0.86933 -0.14632 1.12 0.88 -0.52 0.145
H 1.15721 1.70302 -2.53774 0.83 1.20 -0.43 0.100
H -0.33818 0.93931 -2.77747 -2.96 0.44 -0.50 0.075
H 3.17162 0.18364 -2.21237 -0.41 -1.20 0.08 0.131
H 4.22273 -1.91769 -3.09821 2.21 -0.57 0.24 0.071
H 2.95517 -3.72921 -4.06945 -2.05 2.22 0.01 0.147
H 0.19263 -3.43238 -4.14281 2.42 1.87 0.40 0.156
H -0.77552 -1.14979 -3.41032 3.13 -1.53 0.60 0.181
H -0.60519 0.26721 1.05281 -1.41 0.48 1.22 0.083
H -2.58001 2.44797 1.67799 -0.57 0.50 -0.27 0.146
H -2.73825 1.30761 4.02975 0.70 -0.25 -1.70 0.146
H -3.38266 0.53366 2.55807 1.17 -0.13 0.54 0.137
H -0.63682 0.06670 3.66590 2.84 0.15 0.11 0.080
H -1.88753 -0.76404 4.40429 -0.33 -0.19 -0.14 0.119
H 0.00268 -1.68698 1.04974 -1.07 -0.39 1.88 0.040
H 0.49984 3.80475 2.82264 1.15 -0.18 0.38 0.143
```
Forces are in eV/Å.

Computed properties:
2S+1 ... 1
Energy above the lowest of the compared OMol25 structures with the same formula, charge and spin ... 470.7 kJ/mol
Net charge ... 0
M ... 294.31 g mol⁻¹
HOMO level ... -0.34862 hartree
LUMO energy ... 0.359 eV

ORCA calculation (ωB97M-V/def2-TZVPD) on a cluster of 2 separate species, C2H3N3O2S in total.

The geometry in XYZ format:
```
11
Properties=species:S:1:pos:R:3:forces:R:3:lowdin_charge:R:1
C 2.00582 0.71591 -0.80761 -0.07 -0.78 -0.86 -0.419
C -0.57694 -0.54310 1.68073 -1.08 -0.51 0.21 -0.322
N 2.88649 1.19484 -1.39687 -0.28 -0.05 0.49 0.138
N 0.91915 0.22551 -0.24429 -0.48 0.10 0.33 -0.370
N -0.86568 0.36911 -1.55188 1.01 -0.10 0.11 -0.278
O -1.08862 1.33195 -2.20121 -0.46 -0.41 -0.09 0.128
O -1.25367 -0.75533 -1.48557 -0.84 1.00 -0.73 -0.004
S 0.46007 -1.23164 0.26950 1.14 1.17 1.99 0.941
H -0.81658 0.52322 1.26634 0.32 -2.00 1.23 0.065
H -0.18025 -0.59505 2.79603 -0.22 0.32 -2.68 0.080
H -1.48980 -1.23542 1.67483 0.96 1.25 0.02 0.041
```
Forces are in eV/Å.

Computed properties:
2S+1 ... 1
Energy above the lowest of the compared OMol25 structures with the same formula, charge and spin ... 584.6 kJ/mol
Net charge ... 0
M ... 133.13 g mol⁻¹
HOMO level (alpha / beta) ... -0.35826 / -0.33889 hartree
LUMO energy (alpha / beta) ... -1.977 / -1.543 eV

ORCA calculation (ωB97M-V/def2-TZVPD) on the molecule C4H10N2O.

The geometry in XYZ format:
```
17
Properties=species:S:1:pos:R:3:forces:R:3:lowdin_charge:R:1
C 2.59685 -0.27036 0.37477 -2.14 0.09 -0.22 -0.103
N 1.37150 -0.64890 1.15185 -0.63 1.76 -0.46 -0.079
C 0.14037 0.22382 1.04485 0.07 0.95 1.16 -0.140
C -0.37351 0.46057 -0.41844 2.88 -1.14 -0.17 -0.474
O 0.41686 0.98453 -1.19941 -0.87 -0.06 0.44 0.042
N -1.39895 -0.31770 -0.85119 -2.14 2.17 4.91 0.020
C -2.74532 -0.19478 -0.17504 0.60 -3.11 -2.15 -0.048
H 3.46925 -0.31362 0.92169 1.65 -0.08 2.00 0.039
H 2.81931 -0.90237 -0.43992 -0.33 -1.12 -1.17 0.061
H 2.57038 0.69589 -0.07862 -0.55 0.80 0.01 0.064
H 1.08192 -1.56625 0.94998 -0.06 -1.37 -0.37 0.066
H 0.52582 1.20375 1.38104 -0.59 -0.28 0.11 0.109
H -0.69597 -0.14732 1.77155 1.69 0.50 -1.32 0.133
H -1.26485 -0.80140 -1.64391 -0.01 -1.47 -3.63 0.081
H -3.18737 -1.23406 0.02158 0.92 1.42 0.72 0.101
H -3.40578 0.10577 -0.95328 -0.70 0.90 -0.54 0.055
H -2.76569 0.53402 0.60374 0.23 0.05 0.67 0.073
```
Forces are in eV/Å.

Computed properties:
2S+1 ... 1
Energy above the lowest of the compared OMol25 structures with the same formula, charge and spin ... 271.6 kJ/mol
Net charge ... 0
M ... 102.14 g mol⁻¹
HOMO level ... -0.31846 hartree
LUMO energy ... 0.830 eV

ORCA calculation (ωB97M-V/def2-TZVPD) on the molecule C8H8O4.

The geometry in XYZ format:
```
20
Properties=species:S:1:pos:R:3:forces:R:3:lowdin_charge:R:1
O -0.96548 -2.04376 1.09165 0.88 0.16 -1.09 0.005
C -0.60190 -1.60929 -0.23152 -2.25 0.42 -0.86 -0.248
C 0.68388 -0.85823 -0.34824 -3.22 1.41 0.71 -0.123
C 1.88505 -1.27209 -0.05896 2.62 -1.54 0.06 -0.095
O 2.73733 -0.24853 -0.01414 0.25 2.48 0.15 0.012
C 1.96895 0.94151 -0.17508 2.26 -0.01 0.80 0.014
C 0.68772 0.64886 -0.36513 2.15 -2.17 -0.03 -0.125
C -0.43148 1.57424 -0.25405 -2.78 0.08 2.07 -0.248
O -0.08261 2.55807 0.72392 0.19 0.26 -0.32 -0.016
C -1.50759 0.52972 0.26439 -0.33 2.09 -1.08 -0.166
O -2.81632 0.13240 -0.34935 2.79 -0.27 -0.02 0.047
C -1.52721 -0.45610 -0.76961 -0.05 -1.03 1.76 -0.200
H -0.11964 -2.07585 1.55751 -0.28 -0.10 0.21 0.097
H -0.68605 -2.35627 -0.98718 0.26 -1.50 0.01 0.134
H 2.35360 -2.25922 0.15510 -0.70 0.90 -0.40 0.163
H 2.48465 1.91289 0.05283 -0.48 -1.44 -0.50 0.159
H -0.75885 2.01608 -1.18511 -0.05 0.25 -0.32 0.158
H -0.82245 2.78292 1.29940 -0.10 -0.16 -0.38 0.100
H -1.39345 0.27230 1.33100 -0.17 -0.12 -0.72 0.169
H -1.08815 -0.18965 -1.73742 -0.98 0.27 -0.05 0.162
```
Forces are in eV/Å.

Computed properties:
2S+1 ... 1
Energy above the lowest of the compared OMol25 structures with the same formula, charge and spin ... 481.1 kJ/mol
Net charge ... 0
M ... 168.15 g mol⁻¹
HOMO level ... -0.35138 hartree
LUMO energy ... 0.701 eV

ORCA calculation (ωB97M-V/def2-TZVPD) on a cluster of 2 separate species, C4H13N2O2 in total.

The geometry in XYZ format:
```
21
Properties=species:S:1:pos:R:3:forces:R:3:lowdin_charge:R:1
C -0.23670 1.06898 1.46838 -0.88 -1.24 1.60 -0.353
O -1.11526 0.54762 2.42792 0.87 -0.19 -0.72 -0.326
C 0.28276 0.02947 0.40161 -1.84 -0.41 0.70 -0.392
C 0.23346 0.71435 -0.95064 0.69 0.46 0.61 -0.201
C 1.05257 0.09547 -2.05590 -0.28 0.48 -1.70 -0.274
N 0.30592 0.19828 -3.34249 0.14 0.73 0.58 -0.025
N -0.50637 -1.21675 0.32578 -1.34 -0.20 0.17 0.017
H 0.69238 1.32293 2.00662 0.12 1.05 -0.36 0.091
H -0.80171 1.90468 1.03880 0.72 0.39 -0.57 0.087
H 1.19324 -0.39777 0.82548 0.77 0.72 -0.71 0.128
H -0.82179 0.83174 -1.21799 -0.07 -0.69 -0.16 0.112
H 0.45935 1.77886 -0.81613 0.63 -0.09 -0.08 0.103
H 1.97990 0.62668 -2.26379 0.15 0.32 0.40 0.097
H 1.35672 -0.92402 -1.90649 -0.15 -0.64 0.72 0.091
H -0.43644 -0.46347 -3.34615 -0.75 -0.54 0.12 0.041
H 0.88934 -0.04714 -4.10979 0.59 -0.20 -0.62 0.030
H -0.77197 -1.48800 1.28174 0.87 -0.20 0.04 0.029
H -1.47239 -1.02774 0.04307 0.29 0.48 -0.59 0.062
H -1.18437 -1.31578 3.99427 -0.14 -0.36 0.26 -0.027
H -0.54859 -0.61171 2.85261 -0.85 -0.31 0.40 -0.024
O -0.55004 -1.62667 3.34310 0.47 0.42 -0.07 -0.269
```
Forces are in eV/Å.

Computed properties:
2S+1 ... 1
Energy above the lowest of the compared OMol25 structures with the same formula, charge and spin ... 113.3 kJ/mol
Net charge ... -1
M ... 121.16 g mol⁻¹
HOMO level ... -0.13170 hartree
LUMO energy ... 3.643 eV

ORCA calculation (ωB97M-V/def2-TZVPD) on a structure of composition C18H29KN3NbO3.

The geometry in XYZ format:
```
55
Properties=species:S:1:pos:R:3:forces:R:3:lowdin_charge:R:1
N -1.75455 0.71048 -0.73197 1.63 -0.12 0.58 -0.065
C -2.93680 0.54505 -0.41577 -2.55 0.30 0.47 -0.358
O -4.08702 0.47683 -0.17587 3.17 0.05 -0.75 0.237
K 0.85271 2.39509 -3.09734 -0.34 0.96 -0.54 0.906
Nb 0.16092 0.47042 -0.18194 -1.99 -0.16 -1.14 1.902
N 0.97171 2.27542 0.26873 -0.44 -1.41 -0.68 -0.246
N 1.01152 0.06242 -1.93929 0.12 -0.60 2.66 -0.346
C 0.32942 3.05249 1.38028 0.34 0.66 0.11 -0.661
C 0.76033 -0.76922 -3.18471 0.04 0.30 0.14 -0.631
C -0.50852 4.15797 0.74068 -0.30 0.27 -0.09 -0.026
C 1.40019 3.65451 2.29359 0.09 0.21 0.21 -0.036
C -0.55191 2.15626 2.22242 -0.19 -0.20 -0.01 -0.062
C 1.80101 -0.36978 -4.25441 -0.03 -0.22 -0.05 -0.037
C 0.91611 -2.25149 -2.82547 0.04 -0.23 -0.23 -0.022
C -0.66208 -0.49029 -3.66528 -0.22 -0.08 -0.28 -0.043
H 0.10450 4.82156 0.11473 -0.19 -0.05 0.29 0.083
H -0.98145 4.76650 1.52939 0.19 -0.18 -0.37 0.114
H -1.30404 3.73461 0.10896 0.12 0.07 0.21 0.086
H 2.07625 2.87521 2.66487 -0.08 0.14 -0.01 0.104
H 0.90962 4.12364 3.16033 0.17 -0.19 -0.30 0.111
H 1.98945 4.43607 1.80086 -0.16 -0.12 0.19 0.087
H -1.37648 1.69614 1.65485 0.15 0.09 0.22 0.051
H -1.01738 2.77702 3.00419 0.05 -0.36 -0.27 0.124
H 0.03392 1.38285 2.73842 -0.10 0.02 -0.06 0.103
H 1.82551 0.69960 -4.53804 -0.11 -0.51 0.12 0.042
H 1.56411 -0.90981 -5.17958 0.16 0.07 0.21 0.118
H 2.81167 -0.65228 -3.93929 -0.14 0.03 -0.15 0.099
H 1.95861 -2.51453 -2.61057 -0.28 -0.05 -0.07 0.086
H 0.60362 -2.86423 -3.68357 0.14 0.19 0.25 0.113
H 0.28846 -2.53472 -1.97109 0.08 0.13 -0.15 0.099
H -1.38593 -0.43463 -2.84064 0.28 -0.08 -0.31 0.062
H -0.96077 -1.32110 -4.32115 0.00 0.37 0.13 0.112
H -0.73815 0.42656 -4.27798 -0.01 -0.25 0.24 0.078
C 2.34547 -0.16407 -1.26995 -0.22 -0.19 -0.98 -0.130
H 2.25195 -0.01519 -0.15123 0.66 0.03 -0.41 0.078
H 2.70375 -1.19351 -1.42081 -0.23 0.41 0.28 0.102
H 3.09491 0.53515 -1.68321 -0.18 -0.31 0.67 0.095
C 2.07158 3.03145 -0.41159 -0.07 -0.46 0.23 -0.137
H 2.79700 3.37359 0.33706 -0.24 -0.02 -0.30 0.096
H 2.65805 2.39089 -1.09466 -0.44 0.26 0.25 0.043
H 1.68192 3.92368 -0.94883 0.21 -0.47 0.36 0.081
O -2.16707 -0.45401 1.78596 1.61 -1.04 -0.50 0.024
C -1.35153 -1.36903 1.61949 -2.56 -0.10 1.60 -0.496
O -0.24608 -1.21714 0.88576 1.43 2.42 -1.49 -0.211
C -1.56603 -2.71210 2.22537 0.27 0.19 -0.18 -0.154
C -0.67909 -3.76792 1.99639 -0.10 -0.18 0.24 -0.026
C -0.88870 -4.99061 2.63563 -0.09 0.00 0.00 -0.055
C -1.98515 -5.16014 3.49612 -0.01 0.40 -0.13 -0.040
C -2.88327 -4.09865 3.70909 0.36 -0.08 -0.30 -0.040
C -2.67392 -2.87933 3.06266 -0.18 -0.21 0.27 -0.002
H 0.16800 -3.61567 1.32959 -0.14 -0.15 0.20 0.108
H -0.19412 -5.81657 2.46247 -0.28 0.28 0.09 0.115
H -2.14232 -6.11724 4.00324 0.08 0.39 -0.22 0.120
H -3.73948 -4.22325 4.37280 0.27 0.02 -0.21 0.118
H -3.36045 -2.04494 3.21031 0.22 -0.26 -0.02 0.126
```
Forces are in eV/Å.

Computed properties:
2S+1 ... 1
Energy above the lowest of the compared OMol25 structures with the same formula, charge and spin ... 0.0 kJ/mol
Net charge ... +2
M ... 467.45 g mol⁻¹
HOMO level ... -0.51074 hartree
LUMO energy ... -8.240 eV

ORCA calculation (ωB97M-V/def2-TZVPD) on the molecule C22H24FN3O3S.

The geometry in XYZ format:
```
54
Properties=species:S:1:pos:R:3:forces:R:3:lowdin_charge:R:1
O 3.79345 1.12028 -1.54786 -0.32 0.15 0.08 -0.282
S 2.77779 0.18764 -1.94472 -0.11 -0.39 0.33 0.659
O 3.06026 -0.75075 -2.99013 -0.23 -0.12 -0.01 -0.288
N 2.27700 -0.73613 -0.62486 0.31 0.32 -0.77 -0.128
C 2.37714 -0.08297 0.66230 0.17 0.17 0.51 -0.177
C 1.77072 -0.93933 1.80173 -0.03 0.50 -0.04 -0.219
C 2.18935 -0.34449 3.11695 0.36 -0.99 0.33 -0.244
C 2.58969 -0.94083 4.27606 -0.16 0.19 -0.64 -0.013
C 2.83027 0.10441 5.20104 -0.10 0.54 -0.16 -0.058
C 2.55746 1.25705 4.53571 0.27 -0.17 0.87 -0.114
O 2.16799 0.99691 3.27570 -0.08 0.20 -0.52 0.032
N 0.33864 -1.14148 1.82541 -0.03 -0.18 -0.17 -0.117
C -0.23855 -2.20469 1.03855 -0.09 -0.02 -0.31 -0.138
C -0.71405 -1.76081 -0.35862 0.07 -0.35 0.17 -0.135
N -1.63429 -0.65310 -0.22610 0.18 0.04 0.16 -0.078
C -2.98031 -0.78960 -0.45344 -0.40 0.09 -0.09 -0.169
C -3.43897 -1.57022 -1.52798 0.00 0.06 0.08 -0.032
C -4.77976 -1.71102 -1.81620 -0.12 -0.06 -0.02 -0.100
C -5.73941 -1.06497 -1.05444 -0.02 0.01 0.00 -0.102
C -5.32742 -0.28221 0.00853 0.09 -0.01 -0.03 -0.023
C -3.98470 -0.16148 0.29896 -0.06 0.02 0.01 -0.195
F -3.66728 0.58977 1.39237 0.08 -0.16 -0.13 0.039
C -1.03629 0.44727 0.49393 0.09 0.22 0.29 -0.122
C -0.53548 0.01116 1.87989 -0.16 0.21 -0.11 -0.121
C 1.26644 1.06258 -2.30618 0.53 -0.15 0.18 -0.295
C 1.11015 2.36475 -1.87488 0.13 0.16 0.05 -0.070
C -0.10527 2.99960 -2.07940 0.01 -0.02 0.00 -0.066
C -1.14166 2.32100 -2.70155 0.00 0.06 0.02 -0.066
C -0.96629 1.01837 -3.14384 0.11 -0.07 0.01 -0.061
C 0.24951 0.38448 -2.94998 -0.12 -0.10 -0.13 -0.068
H 2.75182 -1.62787 -0.65007 0.14 -0.17 -0.21 0.117
H 3.42394 0.13608 0.91197 -0.16 0.05 0.01 0.133
H 1.85329 0.87024 0.58545 0.01 0.07 0.19 0.114
H 2.21833 -1.93920 1.74474 0.03 0.10 0.08 0.154
H 2.69937 -1.99134 4.44902 0.00 -0.26 -0.04 0.111
H 3.16040 0.00536 6.21435 0.07 0.07 0.22 0.100
H 2.59995 2.28606 4.83237 -0.03 0.16 -0.06 0.119
H 0.48199 -3.01795 0.94158 0.03 -0.08 0.03 0.121
H -1.10924 -2.57795 1.59416 0.00 -0.09 -0.12 0.128
H -1.20113 -2.60336 -0.84645 0.02 0.02 -0.03 0.115
H 0.15033 -1.44229 -0.95015 -0.20 -0.16 0.04 0.088
H -2.71368 -2.05997 -2.15895 0.10 -0.02 -0.05 0.105
H -5.07861 -2.32353 -2.65383 -0.01 -0.05 -0.08 0.101
H -6.78851 -1.16948 -1.27943 -0.11 0.00 -0.02 0.099
H -6.03753 0.22898 0.64006 -0.04 0.06 0.09 0.117
H -1.73908 1.27169 0.58790 0.07 -0.03 -0.05 0.126
H -0.18959 0.79584 -0.10679 -0.03 0.04 0.05 0.095
H -0.01918 0.83971 2.36258 -0.04 0.02 0.06 0.122
H -1.40124 -0.26066 2.49558 -0.01 0.12 -0.03 0.127
H 1.94069 2.85736 -1.39373 0.05 0.12 0.07 0.115
H -0.24443 4.01742 -1.74833 0.00 0.08 0.03 0.108
H -2.09202 2.81182 -2.84796 -0.09 0.04 -0.01 0.109
H -1.77655 0.49985 -3.63254 -0.07 -0.07 -0.04 0.109
H 0.43220 -0.62080 -3.29420 -0.08 -0.16 -0.06 0.118
```
Forces are in eV/Å.

Computed properties:
2S+1 ... 1
Energy above the lowest of the compared OMol25 structures with the same formula, charge and spin ... 334.5 kJ/mol
Net charge ... 0
M ... 429.52 g mol⁻¹
HOMO level ... -0.27228 hartree
LUMO energy ... 0.551 eV